{"formula": "C6H34N12O11", "method": "ωB97M-V/def2-TZVPD", "e_lumo_ha": -0.01128, "gap_ha": 0.203, "relative_energy_kj_mol": 3221.9, "symbols": ["O", "H", "H", "O", "H", "H", "O", "H", "H", "O", "H", "H", "O", "H", "H", "C", "O", "N", "N", "H", "H", "H", "H", "C", "O", "N", "N", "H", "H", "H", "H", "C", "O", "N", "N", "H", "H", "H", "H", "C", "O", "N", "N", "H", "H", "H", "H", "C", "O", "N", "N", "H", "H", "H", "H", "C", "O", "N", "N", "H", "H", "H", "H"], "positions_angstrom": [[-0.602, 0.515, -2.611], [-0.440, 0.347, -1.682], [-0.274, -0.266, -3.057], [1.694, -2.487, 0.118], [1.960, -2.056, 0.930], [2.009, -1.907, -0.575], [1.850, -2.024, -1.987], [1.323, -1.726, -2.728], [2.683, -2.290, -2.375], [-1.646, -2.677, -0.913], [-2.374, -3.070, -0.432], [-1.701, -1.743, -0.713], [0.127, -3.489, -0.852], [-0.791, -3.231, -0.764], [0.334, -3.328, -1.773], [0.518, 3.384, -1.398], [1.013, 3.550, -2.457], [0.926, 3.775, -0.209], [-0.620, 2.718, -1.261], [1.801, 4.263, -0.080], [0.437, 3.604, 0.658], [-1.015, 2.715, -0.331], [-1.069, 2.264, -2.043], [-0.482, -3.011, 1.739], [0.417, -3.272, 0.939], [-1.102, -3.847, 2.496], [-0.900, -1.792, 1.955], [-0.798, -4.807, 2.576], [-1.774, -3.475, 3.151], [-0.581, -1.034, 1.369], [-1.641, -1.679, 2.633], [-0.665, -0.354, -0.114], [-1.457, -1.076, 0.446], [0.282, -0.729, -0.903], [-0.784, 0.980, -0.072], [0.399, -1.732, -0.886], [0.990, -0.023, -1.046], [-1.419, 1.367, 0.612], [-0.243, 1.581, -0.677], [0.922, 1.957, 1.806], [-0.162, 1.616, 2.226], [1.500, 3.063, 2.040], [1.658, 1.274, 1.006], [2.465, 3.243, 1.801], [0.974, 3.664, 2.658], [1.366, 0.351, 0.717], [2.581, 1.664, 0.880], [2.108, 1.051, -1.884], [1.179, 1.036, -1.047], [3.051, 1.941, -1.880], [2.228, 0.248, -2.870], [3.774, 1.952, -2.584], [2.966, 2.647, -1.162], [1.439, -0.321, -3.143], [3.029, 0.315, -3.482], [-3.166, 0.266, 2.597], [-2.517, 0.679, 3.525], [-4.036, -0.642, 2.630], [-3.095, 0.653, 1.372], [-3.877, -1.225, 3.439], [-4.649, -0.943, 1.886], [-2.389, 1.316, 1.087], [-3.736, 0.256, 0.700]]}

{"formula": "C3H5NO2", "method": "ωB97M-V/def2-TZVPD", "e_lumo_ha": 0.03325, "gap_ha": 0.378, "relative_energy_kj_mol": 192.8, "symbols": ["O", "C", "C", "N", "C", "O", "H", "H", "H", "H", "H"], "positions_angstrom": [[-0.296, -2.177, 0.967], [-0.136, -1.079, 1.430], [0.098, 0.062, 0.530], [-0.003, -0.240, -0.856], [-0.057, 1.719, -2.241], [-0.200, 2.503, -1.421], [-0.150, -0.825, 2.511], [-0.618, 0.821, 0.880], [1.078, 0.441, 0.829], [-0.502, -1.092, -1.071], [0.786, -0.133, -1.558]]}

{"formula": "C3H6S2", "method": "ωB97M-V/def2-TZVPD", "e_lumo_ha": 0.01662, "gap_ha": 0.340, "smiles": "SC[C@@H]1CS1", "relative_energy_kj_mol": 261.1, "symbols": ["S", "C", "C", "C", "S", "H", "H", "H", "H", "H", "H"], "positions_angstrom": [[1.909, 1.144, 0.673], [0.441, 1.064, -0.340], [-0.661, 0.057, -0.118], [-0.370, -1.492, 0.033], [-1.290, -0.936, -1.482], [1.019, 1.196, 2.061], [0.040, 1.962, -0.617], [1.107, 0.794, -1.180], [-1.556, 0.364, 0.516], [-1.166, -2.256, 0.604], [0.527, -1.898, -0.148]]}

{"formula": "C36H46Br2CaN8Se", "method": "ωB97M-V/def2-TZVPD", "total_charge": 2, "e_lumo_ha": -0.18611, "gap_ha": 0.263, "relative_energy_kj_mol": 169.2, "symbols": ["Ca", "C", "C", "N", "C", "C", "C", "C", "C", "C", "C", "N", "C", "C", "N", "N", "H", "H", "H", "H", "H", "H", "H", "H", "H", "H", "H", "H", "H", "H", "H", "H", "H", "H", "Br", "C", "C", "C", "N", "C", "C", "C", "C", "C", "Br", "C", "C", "N", "H", "H", "H", "H", "H", "H", "C", "C", "C", "C", "N", "C", "Se", "N", "C", "C", "C", "C", "C", "C", "C", "C", "C", "C", "H", "H", "H", "H", "H", "H", "H", "H", "H", "H", "H", "H", "H", "H", "H", "H", "H", "H", "H", "H", "H", "H"], "positions_angstrom": [[-1.815, 0.670, -1.658], [-4.907, 0.115, -2.025], [-4.696, -0.302, -0.575], [-3.595, 0.466, 0.008], [-3.017, -0.225, 1.154], [-2.255, -1.440, 0.697], [-2.053, -2.540, 1.520], [-1.303, -3.600, 1.032], [-0.814, -3.538, -0.263], [-1.063, -2.397, -1.021], [-0.464, -2.238, -2.399], [-1.033, -1.140, -3.181], [-2.171, -1.530, -4.017], [-3.467, -1.491, -3.212], [-3.685, -0.113, -2.789], [-1.753, -1.378, -0.532], [-5.136, 1.186, -2.039], [-5.761, -0.435, -2.443], [-4.432, -1.360, -0.550], [-5.623, -0.172, -0.004], [-3.953, 1.370, 0.317], [-3.777, -0.525, 1.891], [-2.311, 0.454, 1.648], [-2.481, -2.579, 2.508], [-1.105, -4.461, 1.652], [-0.255, -4.365, -0.676], [-0.545, -3.197, -2.935], [0.605, -2.033, -2.247], [-0.295, -0.801, -3.794], [-2.033, -2.534, -4.442], [-2.243, -0.820, -4.851], [-3.366, -2.133, -2.338], [-4.297, -1.871, -3.824], [-3.730, 0.430, -3.647], [-3.537, 6.501, -6.331], [-3.131, 5.071, -5.154], [-3.942, 3.944, -5.100], [-3.598, 2.954, -4.201], [-2.537, 2.980, -3.403], [-1.749, 4.063, -3.453], [-2.029, 5.130, -4.311], [-0.581, 4.101, -2.549], [0.288, 5.195, -2.547], [1.356, 5.225, -1.662], [2.537, 6.705, -1.627], [1.541, 4.150, -0.807], [0.642, 3.100, -0.898], [-0.393, 3.058, -1.729], [-4.808, 3.844, -5.733], [-4.247, 2.093, -4.124], [-1.411, 6.007, -4.340], [0.165, 6.026, -3.218], [2.363, 4.132, -0.108], [0.778, 2.239, -0.262], [2.592, 1.869, 3.504], [1.222, 2.162, 4.102], [0.087, 1.404, 3.416], [0.078, -0.111, 3.643], [1.189, -0.875, 3.117], [1.538, -1.045, 1.828], [0.931, -0.093, 0.396], [2.504, -1.982, 1.723], [2.951, -2.427, 0.416], [4.314, -3.095, 0.325], [5.484, -2.210, 0.756], [5.696, -1.019, -0.171], [2.794, -2.445, 2.992], [3.688, -3.389, 3.483], [3.723, -3.604, 4.846], [2.888, -2.905, 5.715], [1.995, -1.965, 5.245], [1.958, -1.737, 3.877], [3.319, 2.596, 3.853], [2.554, 1.921, 2.417], [2.946, 0.883, 3.794], [1.014, 3.229, 3.999], [1.226, 1.936, 5.169], [0.111, 1.624, 2.347], [-0.861, 1.772, 3.815], [-0.842, -0.526, 3.213], [0.065, -0.296, 4.717], [2.967, -1.537, -0.221], [2.188, -3.111, 0.022], [4.449, -3.358, -0.727], [4.309, -4.030, 0.883], [6.383, -2.826, 0.749], [5.340, -1.851, 1.776], [5.778, -1.345, -1.205], [6.613, -0.502, 0.093], [4.879, -0.304, -0.097], [4.346, -3.941, 2.840], [4.412, -4.329, 5.244], [2.940, -3.102, 6.772], [1.357, -1.432, 5.928]]}